No. 1
Density functional theory data (ωB97M-V with the def2-TZVPD basis set) for a molecular structure, CHEuFLiO3.

```
8
Properties=species:S:1:pos:R:3:forces:R:3:lowdin_spin:R:1
Li -3.211940 0.214979 0.819602 -0.606 -0.070 0.051 0.00
O -0.530526 -0.352886 -0.161823 4.609 -0.884 -1.289 0.00
H -0.776949 -1.445343 -0.638007 -1.290 1.010 1.110 0.00
O 1.582023 0.007310 0.177548 1.210 0.328 0.330 -0.01
O -1.822516 -0.848010 -0.039902 -3.075 -1.070 0.169 0.00
C 0.477259 0.462937 0.086710 -0.763 -0.405 -1.170 0.00
F 0.191796 1.678745 -0.119487 -0.170 1.163 0.698 0.00
Eu 4.090856 0.282268 -0.124644 0.086 -0.072 0.101 7.01
```
Positions in Å, forces in eV/Å.

The value obtained for the HOMO energy (alpha / beta) is -22.75 / -22.76 eV. The total charge is +3. As for the multiplicity: 8. Its relative energy (zero: lowest compared OMol25 entry of this formula, charge and spin) is 0.1854 eV. For the frontier orbital gap (alpha / beta), the calculation gives 10.02 / 10.27 eV. As for the LUMO energy (alpha / beta): -12.7 / -12.5 eV.


No. 2
Density functional theory data (ωB97M-V with the def2-TZVPD basis set) for 2 unconnected molecules or ions with the total composition CHF2NO2.

```
7
Properties=species:S:1:pos:R:3:forces:R:3:nbo_charge:R:1
C -0.241999 -0.547769 0.123482 -2.242 -1.053 0.912 0.80
N 0.643307 0.558816 0.390754 1.091 0.714 -0.449 0.42
O 1.825705 0.314730 0.382364 0.426 0.035 0.065 -0.33
O 0.095515 1.641032 0.518453 0.575 -0.634 -0.033 -0.33
F -1.303022 -0.286069 0.862847 -0.462 -0.884 -0.574 -0.29
F 0.072094 -1.840742 0.206147 0.534 1.888 -0.116 -0.27
H -1.091600 0.160001 -2.484046 0.077 -0.066 0.196 0.00
```
Positions in Å, forces in eV/Å.

The value obtained for the HOMO energy (alpha / beta) is -11.62 / -10.84 eV. Its relative energy (zero: lowest compared OMol25 entry of this formula, charge and spin) is 5.3215 eV. For the frontier orbital gap (alpha / beta), the calculation gives 9.39 / 10.05 eV. As for the LUMO energy (alpha / beta): -2.2 / -0.8 eV.


No. 3
Density functional theory data (ωB97M-V with the def2-TZVPD basis set) for a single CHF2NO2 molecule.

```
7
Properties=species:S:1:pos:R:3:forces:R:3:nbo_charge:R:1
C 0.466463 0.413128 -0.213899 1.538 -1.945 -1.306 0.62
N -0.730725 -0.553094 0.257062 1.783 1.169 -1.732 0.49
O -1.135844 -1.262120 -0.645108 -0.143 0.177 0.808 -0.36
O -1.041082 -0.474229 1.394127 -0.826 -0.308 1.195 -0.31
F 1.573101 0.196614 0.541811 -0.894 -0.596 -0.167 -0.32
F 0.204639 1.685764 -0.051586 -0.998 0.112 -0.433 -0.29
H 0.663450 -0.006061 -1.282410 -0.460 1.391 1.635 0.16
```
Positions in Å, forces in eV/Å.

The value obtained for the HOMO energy is -11.75 eV. Its relative energy (zero: lowest compared OMol25 entry of this formula, charge and spin) is 0.6536 eV. For the frontier orbital gap, the calculation gives 11.52 eV. As for the LUMO energy: -0.2 eV.


No. 4
Density functional theory data (ωB97M-V with the def2-TZVPD basis set) for 2 unconnected molecules or ions with the total composition CHF2NS.

```
6
Properties=species:S:1:pos:R:3:forces:R:3:nbo_charge:R:1
C 2.333080 0.674206 0.389841 -0.011 0.183 0.303 -0.18
N -1.418362 0.145977 0.034883 2.963 1.748 -0.215 0.16
F -1.436809 -0.382808 1.310415 0.074 -0.202 0.020 -0.24
F -1.314878 -0.962763 -0.791225 0.190 -0.102 0.101 -0.25
S 2.172718 -0.044655 -0.936670 0.030 -0.221 -0.350 0.19
H -0.335751 0.570043 -0.007244 -3.245 -1.405 0.141 0.31
```
Positions in Å, forces in eV/Å.

The value obtained for the HOMO energy is -11.19 eV. Its relative energy (zero: lowest compared OMol25 entry of this formula, charge and spin) is 1.5722 eV. For the frontier orbital gap, the calculation gives 10.61 eV. As for the LUMO energy: -0.6 eV.


No. 5
Density functional theory data (ωB97M-V with the def2-TZVPD basis set) for a single CHF2NS molecule.

```
6
Properties=species:S:1:pos:R:3:forces:R:3:nbo_charge:R:1
C -0.552578 0.330724 -0.232439 -0.102 -1.847 0.637 -0.24
N 0.592696 -0.519577 -0.178030 -1.990 -0.627 -2.086 0.28
F 0.387890 -1.691193 0.565728 0.040 1.057 0.126 -0.22
F 1.580716 0.163888 0.332871 2.003 0.240 1.499 -0.17
S -0.525103 1.880944 -0.084193 0.224 2.104 0.029 0.13
H -1.483621 -0.164785 -0.403936 -0.175 -0.928 -0.205 0.22
```
Positions in Å, forces in eV/Å.

The value obtained for the HOMO energy is -9.66 eV. Its relative energy (zero: lowest compared OMol25 entry of this formula, charge and spin) is 0.1465 eV. For the frontier orbital gap, the calculation gives 8.88 eV. As for the LUMO energy: -0.8 eV.


No. 6
Density functional theory data (ωB97M-V with the def2-TZVPD basis set) for 3 unconnected molecules or ions with the total composition CHF2O4S.

```
9
Properties=species:S:1:pos:R:3:forces:R:3:nbo_charge:R:1
C 0.076511 -0.390902 0.172210 3.010 -4.129 1.817 0.55
O -0.040199 1.638056 -1.572087 -0.434 -1.628 0.383 -0.94
O -0.412022 -0.883440 -1.846730 -0.881 2.567 0.068 -0.93
O -2.170609 0.663027 -0.928473 0.364 -0.419 0.121 -0.96
O 0.006412 -1.409885 0.913805 -2.231 3.432 -0.750 -0.64
F 1.375515 -0.151861 -0.060325 0.273 1.078 -0.720 -0.33
F 1.451772 0.418986 2.283826 -4.498 -2.949 0.810 -0.64
S -0.768603 0.431598 -1.186322 -0.305 -0.740 -1.443 2.32
H 0.481223 -0.315580 2.224096 4.704 2.788 -0.287 0.57
```
Positions in Å, forces in eV/Å.

The value obtained for the HOMO energy is -6.40 eV. The total charge is -1. Its relative energy (zero: lowest compared OMol25 entry of this formula, charge and spin) is 1.8987 eV. For the frontier orbital gap, the calculation gives 10.28 eV. As for the LUMO energy: 3.9 eV.


No. 7
Density functional theory data (ωB97M-V with the def2-TZVPD basis set) for 2 unconnected molecules or ions with the total composition CHF2P.

```
5
Properties=species:S:1:pos:R:3:forces:R:3:nbo_charge:R:1
C -0.474174 -0.449638 0.736261 -0.203 0.717 -1.268 0.66
F -0.282018 -0.402842 2.011888 0.318 -0.331 0.138 -0.32
F -0.140883 -1.635081 0.310703 0.078 -0.017 0.533 -0.32
P 0.672481 1.447176 -0.862247 -0.327 -0.383 -0.263 0.06
H 0.224594 1.040385 -2.196606 0.134 0.014 0.859 -0.08
```
Positions in Å, forces in eV/Å.

The value obtained for the HOMO energy (alpha / beta) is -8.71 / -8.17 eV. Its relative energy (zero: lowest compared OMol25 entry of this formula, charge and spin) is 3.4448 eV. For the frontier orbital gap (alpha / beta), the calculation gives 7.30 / 6.79 eV. As for the LUMO energy (alpha / beta): -1.4 / -1.4 eV.


No. 8
Density functional theory data (ωB97M-V with the def2-TZVPD basis set) for a single CHF3N2 molecule.

```
7
Properties=species:S:1:pos:R:3:forces:R:3:nbo_charge:R:1
C 0.614273 -0.023224 -0.248948 -0.230 -2.185 -2.261 0.09
N 1.301547 -0.941737 -0.798492 1.647 1.643 0.911 -0.01
N 1.243343 1.125285 0.097989 -0.309 1.931 1.768 0.29
F 0.591292 -2.063399 -0.695929 -1.353 -2.190 -0.638 -0.23
F 2.340212 1.345217 -0.637755 0.504 0.167 -0.673 -0.17
F 0.387343 2.195750 -0.144076 0.138 -0.059 -0.294 -0.22
H -0.442549 -0.220299 -0.227289 -0.396 0.692 1.188 0.23
```
Positions in Å, forces in eV/Å.

The value obtained for the HOMO energy is -10.80 eV. Its relative energy (zero: lowest compared OMol25 entry of this formula, charge and spin) is 7.7495 eV. For the frontier orbital gap, the calculation gives 11.01 eV. As for the LUMO energy: 0.2 eV.


No. 9
Density functional theory data (ωB97M-V with the def2-TZVPD basis set) for a single CHF3N2O molecule.

```
8
Properties=species:S:1:pos:R:3:forces:R:3:nbo_charge:R:1
C -0.015038 0.637517 -0.272734 0.013 -1.158 1.700 0.53
N 0.458852 -0.390578 -1.235626 -1.531 -0.650 2.159 0.01
N 0.769064 -0.137637 -2.417465 1.226 0.258 -2.028 0.43
O 0.076142 1.811928 -0.461318 -0.308 -1.819 -0.005 -0.46
F 0.489219 -1.780125 -0.750018 -0.137 1.818 -0.515 -0.24
F 0.046321 -0.826142 -3.461657 0.776 0.251 1.468 -0.22
F 2.106331 -0.551412 -2.645156 -0.775 -0.097 -0.488 -0.22
H -0.379143 0.050566 0.721519 0.736 1.398 -2.291 0.17
```
Positions in Å, forces in eV/Å.

The value obtained for the HOMO energy is -12.09 eV. Its relative energy (zero: lowest compared OMol25 entry of this formula, charge and spin) is 5.1253 eV. For the frontier orbital gap, the calculation gives 11.87 eV. As for the LUMO energy: -0.2 eV.


No. 10
Density functional theory data (ωB97M-V with the def2-TZVPD basis set) for 2 unconnected molecules or ions with the total composition CHF3N2O3.

```
10
Properties=species:S:1:pos:R:3:forces:R:3:nbo_charge:R:1
C 0.739995 0.411442 1.027075 2.827 -0.791 -0.819 1.00
N -0.624919 0.194842 0.902625 -2.835 -1.360 -0.589 -0.09
N -0.141737 -1.380261 -1.704028 -0.452 0.694 3.530 0.54
O 0.875595 -1.896856 -1.906561 1.321 -0.909 -1.663 -0.25
O -1.120094 -0.979689 -2.199295 -0.904 0.190 -1.881 -0.29
O -1.335120 1.291557 0.584459 2.371 1.246 0.357 -0.48
F 1.367335 -0.726158 1.465360 -1.392 0.736 0.535 -0.32
F 1.362392 0.547668 -0.192227 -0.828 1.082 0.366 -0.33
F 1.074461 1.404148 1.828970 0.068 0.369 -0.038 -0.29
H -2.197909 1.133307 0.193622 -0.176 -1.256 0.203 0.51
```
Positions in Å, forces in eV/Å.

The value obtained for the HOMO energy (alpha / beta) is -10.81 / -9.55 eV. Its relative energy (zero: lowest compared OMol25 entry of this formula, charge and spin) is 1.2643 eV. For the frontier orbital gap (alpha / beta), the calculation gives 10.15 / 8.15 eV. As for the LUMO energy (alpha / beta): -0.7 / -1.4 eV.


How do the records compare in maximum force? In the order shown, they have 4.87, 2.64, 2.80, 3.54, 2.95, 5.48, 1.47, 3.15, 2.78, 3.63 eV/A.